{
  "formula": "C26H37NO2S",
  "method": "wB97M-V/def2-TZVPD",
  "elements": ["C", "C", "C", "C", "C", "C", "C", "C", "C", "C", "C", "C", "C", "C", "C", "C", "O", "C", "N", "C", "C", "C", "C", "C", "C", "O", "C", "C", "C", "S", "H", "H", "H", "H", "H", "H", "H", "H", "H", "H", "H", "H", "H", "H", "H", "H", "H", "H", "H", "H", "H", "H", "H", "H", "H", "H", "H", "H", "H", "H", "H", "H", "H", "H", "H", "H", "H"],
  "coordinates": [[2.849, 0.665, 1.874], [4.458, 0.581, 1.785], [4.981, -0.508, 0.679], [3.892, -1.704, 0.632], [3.951, -2.815, 1.748], [2.904, -3.988, 1.813], [1.816, -3.991, 0.708], [1.768, -2.905, -0.435], [2.820, -1.741, -0.489], [2.669, -0.691, -1.685], [1.257, 0.088, -1.685], [1.373, 1.693, -1.649], [-0.147, 2.243, -1.855], [-0.290, 3.826, -1.641], [0.207, 4.347, -0.205], [-0.919, 4.290, 0.941], [-1.679, 3.052, 0.972], [-0.910, 1.981, 1.574], [0.721, -2.971, -1.478], [-0.646, -3.040, -0.918], [-1.675, -1.991, -1.416], [-3.115, -2.090, -0.782], [-4.190, -0.973, -1.264], [-4.812, -0.322, 0.082], [-4.946, 1.287, 0.020], [-6.113, -0.883, 0.418], [-3.482, -3.209, 0.258], [-2.428, -4.269, 0.754], [-1.010, -4.148, 0.145], [0.431, -5.250, 0.612], [2.316, 0.578, 0.870], [2.469, -0.111, 2.623], [2.603, 1.707, 2.318], [4.822, 1.649, 1.541], [4.835, 0.222, 2.800], [6.030, -0.870, 0.935], [5.012, 0.076, -0.315], [4.801, -2.719, 2.521], [2.932, -4.795, 2.633], [3.499, 0.090, -1.731], [2.691, -1.318, -2.658], [0.656, -0.323, -0.783], [0.659, -0.265, -2.612], [2.025, 1.996, -2.540], [1.811, 1.969, -0.632], [-0.467, 1.987, -2.938], [-0.892, 1.690, -1.174], [-1.404, 4.083, -1.815], [0.286, 4.426, -2.433], [0.502, 5.459, -0.351], [1.146, 3.827, 0.189], [-1.625, 5.187, 0.781], [-0.416, 4.461, 1.961], [-1.463, 1.586, 2.509], [-0.823, 1.073, 0.866], [0.149, 2.330, 1.838], [0.914, -3.848, -2.005], [-1.379, -1.214, -2.192], [-4.977, -1.404, -1.971], [-3.598, -0.130, -1.781], [-4.058, -0.540, 0.934], [-4.450, 1.700, -0.923], [-6.035, 1.661, 0.051], [-4.427, 1.794, 0.921], [-6.682, -0.215, 0.853], [-4.543, -3.280, 0.678], [-2.654, -5.080, 1.518]],
  "mulliken_charge": [-0.59, -0.60, -0.71, 0.24, -0.35, -0.62, 0.48, -0.56, 0.38, -0.95, -0.15, -0.31, -0.11, -0.78, -0.38, -0.64, -0.33, -0.22, -0.08, -0.21, -0.31, 0.26, -0.58, 0.39, -1.05, -0.55, -0.42, -0.63, 0.34, -0.25, -0.13, 0.35, 0.30, 0.38, 0.27, 0.40, 0.19, 0.29, 0.31, 0.16, 0.37, -0.20, 0.58, 0.31, 0.10, 0.37, -0.20, 0.30, 0.36, 0.35, 0.16, 0.33, 0.33, 0.29, -0.07, 0.13, 0.40, 0.29, 0.36, 0.18, 0.25, 0.20, 0.41, 0.20, 0.29, 0.33, 0.34],
  "gap_ev": 8.38,
  "total_charge": 0,
  "smiles": "CCCc1ccc2c(c1CCCCCCCOC)Nc1cc(C[C@@H](C)O)ccc1S2",
  "mol_weight_g_mol": 427.65,
  "e_lumo_ev": 0.44
}